No. 1
Below is a 5-piece molecular cluster, C30H36OSi overall, with properties calculated with ωB97M-V/def2-TZVPD.

Geometry as XYZ:
```
68
C30H36OSi (ωB97M-V/def2-TZVPD)
C 2.431 3.669 4.639
H -6.730 0.212 -2.216
C -5.271 -2.048 -0.153
C 4.102 6.312 5.181
H -5.261 -3.112 0.055
H 2.245 5.295 7.850
H -1.360 -1.118 0.605
C 2.158 -3.828 -3.534
H 2.294 -4.329 -4.487
C -1.020 -0.097 0.735
H -1.685 0.029 2.774
H 0.530 5.662 8.374
C -0.482 -5.326 -6.109
C 0.677 -6.577 -7.809
C -1.449 -4.959 -7.037
C -4.488 0.177 0.327
H 0.211 3.537 1.202
C -6.084 -1.545 -1.163
C -6.098 -0.181 -1.428
H -0.212 -6.547 -9.765
H 3.084 -2.003 -4.188
C -4.469 -1.188 0.588
H -0.555 -4.978 -5.084
C -5.303 0.681 -0.680
C 1.198 5.524 7.463
O 1.221 6.743 6.705
C -0.404 0.569 -0.318
H 0.522 2.395 -0.972
H 4.605 3.439 3.942
H -3.866 0.849 0.908
H 0.877 -4.368 -0.442
H 2.435 5.904 3.015
H -0.906 2.359 3.070
H 5.909 6.545 6.656
C 0.579 -6.139 -6.493
C 3.956 3.157 4.826
H 1.862 3.293 5.534
C -0.137 2.519 1.070
C -0.289 -6.207 -8.738
C 2.425 -1.879 -2.147
C -1.355 -5.403 -8.351
C -0.762 1.856 2.120
H -6.706 -2.217 -1.743
H -2.278 -4.328 -6.736
C -1.201 0.548 1.953
Si 2.492 5.566 4.450
C 1.043 6.508 5.288
H 0.985 7.545 4.817
C 1.542 -4.494 -2.481
C 1.361 -3.850 -1.263
H 1.657 -2.038 -0.147
H -0.268 0.069 -1.271
H -5.319 1.746 -0.883
H 2.066 3.176 3.680
H 0.048 5.991 5.058
H 1.201 -5.516 -2.611
C 5.078 6.488 5.905
H 2.774 -0.861 -2.015
H 1.331 -6.429 -5.768
H 1.506 -7.208 -8.110
C 1.801 -2.542 -1.097
H -2.111 -5.120 -9.074
H -3.830 -1.581 1.371
H 3.920 2.038 4.992
H 4.371 3.617 5.777
C 2.601 -2.521 -3.367
C 0.039 1.876 -0.151
H 0.760 4.640 6.900
```

Calculated values
spin multiplicity	1
net charge	0
calculated total energy	-41615.774	eV
Kohn-Sham gap	9.936	eV
lowest unoccupied orbital energy	0.024	Ha

Partial atomic charges computed with the Mulliken method, in multiples of e:
1. C -0.11
2. H 0.36
3. C -0.45
4. C -0.78
5. H 0.36
6. H 0.23
7. H 0.48
8. C -0.21
9. H 0.30
10. C -0.38
11. H 0.36
12. H 0.26
13. C -0.21
14. C -0.47
15. C -0.47
16. C -0.19
17. H 0.43
18. C -0.38
19. C -0.34
20. H 0.35
21. H 0.37
22. C -0.31
23. H 0.33
24. C -0.54
25. C -0.62
26. O -0.38
27. C -0.42
28. H 0.38
29. H 0.31
30. H 0.39
31. H 0.37
32. H -0.18
33. H 0.44
34. H 0.33
35. C -0.24
36. C -1.21
37. H 0.27
38. C -0.40
39. C -0.36
40. C -0.44
41. C -0.35
42. C -0.39
43. H 0.36
44. H 0.36
45. C -0.53
46. Si 0.36
47. C -0.40
48. H 0.29
49. C -0.32
50. C -0.48
51. H 0.45
52. H 0.51
53. H 0.36
54. H 0.18
55. H 0.29
56. H 0.39
57. C 0.27
58. H 0.39
59. H 0.36
60. H 0.35
61. C -0.34
62. H 0.35
63. H 0.40
64. H 0.35
65. H 0.30
66. C -0.49
67. C -0.51
68. H 0.24


No. 2
Below is C30H37AsBrCsF5N5SSeSi2 as an isolated structure, with properties calculated with ωB97M-V/def2-TZVPD.

Geometry as XYZ:
```
84
C30H37AsBrCsF5N5SSeSi2 (ωB97M-V/def2-TZVPD)
C -7.524 -1.826 -0.890
H 6.517 -2.660 0.056
N 2.929 -0.346 -0.762
H -1.494 3.752 2.836
Si -0.911 4.981 0.739
H -3.249 4.182 0.348
H 5.091 -3.147 0.761
C 1.213 -8.015 -0.792
Si -0.299 3.581 -2.348
F 4.454 -6.470 1.137
H -8.393 -2.390 -1.214
C 3.569 0.236 -1.786
N 5.673 -2.352 0.516
H 3.115 -1.683 0.795
H 3.035 2.987 3.631
H -3.224 5.922 0.719
H 4.530 -0.453 3.187
C 2.940 -8.187 0.825
F 0.147 -8.548 -1.415
C -4.986 -4.520 -0.950
C -5.301 -0.439 -0.037
F 1.420 -9.977 0.518
C -6.279 -2.501 -0.793
C -7.635 -0.504 -0.574
C -6.499 0.207 -0.127
H 0.628 5.861 -2.815
H 3.000 0.914 -2.410
C -2.711 5.120 0.177
C 3.626 -1.175 -0.017
H 2.551 -1.008 4.358
H -6.576 1.250 0.147
H -2.906 -4.375 -0.488
C -0.976 4.689 2.607
C 2.785 -6.157 -0.535
C 3.384 -6.929 0.465
C 4.909 0.008 -2.000
H -4.917 -5.586 -1.153
As 0.390 3.346 -0.185
H 1.901 2.926 -3.353
F 0.995 -6.117 -2.096
C -3.805 -2.440 -0.290
H -0.174 7.009 -0.512
C 3.928 0.399 3.506
H 3.382 0.860 1.477
C -0.310 5.344 -3.038
Cs -0.971 -1.081 -0.218
H -2.000 1.814 -2.811
H -1.493 5.502 3.129
Se 3.449 -4.464 -1.049
H -2.772 5.341 -0.895
C -3.829 -3.798 -0.566
H 0.577 2.072 2.815
C 3.735 1.382 2.368
H -2.734 3.164 -1.956
H -1.122 5.927 -2.588
C 1.429 0.483 3.694
H 0.816 1.535 -3.213
C -2.022 2.906 -2.745
F 3.565 -8.887 1.791
H 4.453 0.888 4.333
Br -3.851 0.603 0.652
N 1.459 1.691 3.121
N 5.632 -0.827 -1.245
H 0.039 4.616 3.016
C 0.863 2.599 -3.470
H -7.075 -4.416 -1.409
C 1.673 -6.756 -1.133
H 4.678 1.871 2.124
H -8.588 0.005 -0.646
C -0.233 6.739 0.548
H 2.464 3.074 1.954
H -0.870 7.474 1.057
H 0.580 2.705 -4.524
H -2.403 3.299 -3.694
H 0.780 6.810 0.958
C 1.849 -8.744 0.190
C 2.688 2.397 2.774
H 5.432 0.503 -2.811
C -5.095 -1.811 -0.377
H -0.459 5.337 -4.124
N 2.628 -0.088 3.960
S -0.011 -0.304 4.119
C 4.985 -1.445 -0.270
C -6.186 -3.883 -1.087
```

Calculated values
spin multiplicity	1
net charge	-2
energy relative to the best compared isomer or geometry (same formula, charge and spin)	0.00	kcal/mol
calculated total energy	-276117.879	eV
Kohn-Sham gap	5.698	eV
lowest unoccupied orbital energy	0.137	Ha

Partial atomic charges computed with the Mulliken method, in multiples of e:
1. C -0.88
2. H 0.26
3. N -0.12
4. H 0.24
5. Si 0.43
6. H 0.16
7. H 0.22
8. C 0.06
9. Si 0.11
10. F -0.31
11. H 0.27
12. C 0.09
13. N -0.50
14. H 0.50
15. H 0.22
16. H 0.36
17. H 0.40
18. C -0.05
19. F -0.31
20. C -0.58
21. C 0.51
22. F -0.33
23. C 1.09
24. C -0.39
25. C -0.65
26. H 0.26
27. H -0.07
28. C -0.99
29. C -0.33
30. H 0.23
31. H 0.39
32. H 0.30
33. C -1.07
34. C -0.60
35. C 0.72
36. C -0.37
37. H 0.34
38. As -0.11
39. H 0.24
40. F -0.31
41. C -0.47
42. H 0.26
43. C -0.71
44. H -0.08
45. C -1.11
46. Cs 0.92
47. H 0.28
48. H 0.34
49. Se -0.51
50. H 0.25
51. C -0.60
52. H -0.01
53. C -0.27
54. H 0.19
55. H 0.27
56. C 0.06
57. H 0.23
58. C -0.92
59. F -0.32
60. H 0.33
61. Br -0.34
62. N 0.12
63. N -0.72
64. H 0.25
65. C -1.07
66. H 0.28
67. C 0.51
68. H 0.50
69. H 0.34
70. C -1.11
71. H 0.22
72. H 0.30
73. H 0.37
74. H 0.30
75. H 0.30
76. C 0.54
77. C -0.44
78. H 0.39
79. C 0.09
80. H 0.37
81. N -0.17
82. S -0.46
83. C 0.62
84. C -0.78


No. 3
Below is C30H37BrCoN7OS as an isolated structure, with properties calculated with ωB97M-V/def2-TZVPD.

Geometry as XYZ:
```
78
C30H37BrCoN7OS (ωB97M-V/def2-TZVPD)
N -1.558 0.879 -0.836
C -2.506 1.213 0.016
N -0.415 -1.781 0.340
H 1.955 -7.014 0.143
N 0.440 1.868 3.700
S 1.380 0.106 -2.180
C 0.223 0.986 2.655
H -3.826 -5.793 -1.695
C -1.407 1.711 -1.874
H 2.478 0.180 0.855
N 3.203 -1.892 -1.665
H 0.967 2.707 0.064
C -3.314 -4.165 -3.000
C 5.077 -0.713 -0.839
H -2.166 -5.177 0.025
H 2.218 -4.468 3.574
H 3.143 2.024 -1.065
H -3.413 4.941 -1.851
H -0.949 1.798 5.287
C -1.439 -3.458 -1.035
H 2.212 -1.574 0.694
C -3.250 2.378 -0.023
H 2.528 -2.605 -1.425
C -1.582 -2.692 -2.189
Br -2.962 -0.023 1.387
H 4.908 2.039 -1.181
H 4.136 1.534 0.334
C -3.014 3.260 -1.069
C -2.503 -3.048 -3.169
N 0.078 -0.333 2.984
H -0.948 -1.820 -2.311
C 0.773 -5.219 0.087
H -2.589 -2.444 -4.067
N 0.209 1.323 1.409
C 0.453 2.707 1.028
H -0.260 -1.809 4.394
H -0.503 3.218 0.868
H 0.722 2.129 5.729
H 0.393 -5.423 -0.907
H 5.991 -0.537 -1.415
H 2.263 3.048 2.126
H -3.996 2.589 0.728
N 4.010 0.165 -1.295
C -2.095 2.894 -2.037
C -2.253 -4.579 -0.877
C 0.561 3.287 3.402
H 0.677 -2.869 2.489
C 1.254 3.464 2.066
C 0.299 0.051 5.347
C -0.428 -0.739 4.278
C 4.514 -2.130 -1.045
C 0.385 -4.044 0.738
H -0.072 -0.194 6.344
C 2.180 -5.861 1.939
O -3.696 4.390 -1.090
H -1.921 3.522 -2.901
C 0.932 -3.797 1.994
C 1.663 -6.116 0.677
H -0.422 3.773 3.379
C 0.095 1.528 5.072
H 1.329 4.521 1.807
H 1.364 -0.188 5.299
H 5.321 -0.548 0.222
C 2.750 -0.586 -1.182
H -0.092 -0.935 2.172
H 1.134 3.746 4.208
C -3.190 -4.927 -1.846
H -0.659 1.410 -2.596
Co 0.210 -0.132 -0.197
C -0.486 -2.998 0.056
H -4.035 -4.442 -3.762
C 1.810 -4.692 2.594
H 5.145 -2.731 -1.700
C 4.051 1.500 -0.766
H 4.447 -2.646 -0.083
H 2.870 -6.559 2.402
H -1.511 -0.567 4.364
C 2.100 -0.609 0.197
```

Calculated values
spin multiplicity	2
net charge	-1
energy relative to the best compared isomer or geometry (same formula, charge and spin)	21.75	kcal/mol
<S²>	0.843
calculated total energy	-162693.867	eV
Kohn-Sham gap (spin up / spin down)	5.107 / 4.651	eV
lowest unoccupied orbital energy (spin up / spin down)	0.078 / 0.078	Ha

Partial atomic charges computed with the Mulliken method, in multiples of e:
1. N 0.24
2. C 0.19
3. N 0.09
4. H 0.39
5. N 0.21
6. S -0.81
7. C -0.12
8. H 0.35
9. C -0.77
10. H 0.17
11. N -0.42
12. H 0.26
13. C -0.38
14. C -0.55
15. H 0.43
16. H 0.40
17. H 0.14
18. H 0.30
19. H 0.29
20. C 0.04
21. H 0.03
22. C -0.73
23. H 0.25
24. C 0.20
25. Br -0.13
26. H 0.35
27. H 0.33
28. C 1.04
29. C -0.87
30. N 0.58
31. H 0.27
32. C -0.21
33. H 0.40
34. N 0.58
35. C -0.83
36. H 0.30
37. H 0.06
38. H 0.38
39. H 0.45
40. H 0.36
41. H 0.26
42. H 0.46
43. N -0.03
44. C -0.77
45. C -0.06
46. C -0.76
47. H 0.00
48. C -0.74
49. C -0.71
50. C -0.57
51. C -0.48
52. C 0.58
53. H 0.41
54. C -0.52
55. O -0.57
56. H 0.32
57. C 0.16
58. C -0.84
59. H 0.27
60. C -0.73
61. H 0.43
62. H 0.30
63. H 0.31
64. C 0.19
65. H -0.26
66. H 0.43
67. C -0.77
68. H 0.49
69. Co -0.37
70. C -0.98
71. H 0.36
72. C -0.56
73. H 0.40
74. C -0.92
75. H 0.18
76. H 0.37
77. H 0.32
78. C 0.13